Record 1
C16H36N4O5PPdS5 | the ωB97M-V functional and the def2-TZVPD basis

```
68
Properties=species:S:1:pos:R:3
Pd -0.1167 -0.2562 0.0411
C 1.5181 -1.1458 3.0445
O 0.3864 -0.5102 2.4725
C -0.7808 -0.5784 3.2604
C -1.7794 0.3493 2.6248
O -1.9805 -0.0763 1.2703
C -3.0995 0.5977 0.6767
H 1.7464 -0.7095 4.0207
H 2.3481 -0.9686 2.3666
H 1.3454 -2.2199 3.1659
H -0.5788 -0.2484 4.2851
H -1.1638 -1.6065 3.2931
H -1.4055 1.3773 2.6267
H -2.7310 0.3093 3.1608
H -3.9891 0.3897 1.2733
H -3.2226 0.2012 -0.3277
H -2.9201 1.6718 0.6241
C -1.7159 4.5493 -2.8017
S -0.3756 3.6823 -3.6570
C -1.0228 2.0579 -3.7081
C -1.0580 1.1913 -2.6624
S -0.4767 1.6079 -1.0750
S -1.7699 -0.3571 -2.9881
C -2.0993 -0.1154 -4.6797
S -2.7251 -1.3007 -5.6094
S -1.6742 1.4713 -5.2198
H -1.4214 5.5970 -2.7610
H -1.8454 4.1744 -1.7881
H -2.6442 4.4648 -3.3614
N 2.2363 4.3687 -0.1224
C 3.0167 3.1400 -0.0271
C 2.1951 2.0635 0.6627
O 2.4194 0.8830 0.5604
O 1.1846 2.5366 1.3918
H 2.8214 5.1915 -0.1565
H 1.1871 3.5094 1.2310
H 1.6531 4.3624 -0.9521
H 3.8901 3.3120 0.6052
H 3.3723 2.7347 -0.9754
C -0.1171 -4.7499 -2.6573
N 0.3630 -3.3747 -2.6472
C 0.7051 -2.8466 -3.9715
P 0.9416 -2.6147 -1.3230
O 0.8908 -1.1150 -1.5274
N -0.0563 -3.0075 -0.0277
C -1.5101 -3.0629 -0.2476
C 0.3738 -3.9545 1.0005
N 2.4689 -3.0509 -0.9513
C 2.9703 -4.4030 -1.1564
C 3.4183 -2.1423 -0.3154
H 0.6089 -5.4191 -3.1277
H -1.0495 -4.8051 -3.2223
H -0.3047 -5.1045 -1.6455
H 1.5094 -3.4279 -4.4292
H 1.0124 -1.8070 -3.8874
H -0.1797 -2.8903 -4.6098
H -1.8308 -4.0707 -0.5256
H -1.8043 -2.3766 -1.0371
H -2.0209 -2.7754 0.6716
H 1.4480 -3.8920 1.1527
H 0.1074 -4.9839 0.7393
H -0.1251 -3.7079 1.9388
H 2.1973 -5.0532 -1.5612
H 3.3109 -4.8308 -0.2095
H 3.8128 -4.3939 -1.8510
H 3.0015 -1.1438 -0.2378
H 4.3299 -2.0928 -0.9148
H 3.6845 -2.5070 0.6818
```

The HOMO energy (alpha / beta) is -10.0 / -10.0 eV. Its total charge is +1. Its energy above the lowest of the compared OMol25 structures with the same formula, charge and spin is 81.2 kJ/mol.


Record 2
C16H37Br4Cl3F3O8S | the ωB97M-V functional and the def2-TZVPD basis

```
72
Properties=species:S:1:pos:R:3
O 0.0840 -0.0126 -0.2322
H 0.5527 0.8483 -0.3173
H -0.7323 -0.0160 -0.8212
H -0.2681 -0.1858 0.6826
O -2.5955 1.3756 0.9190
H -2.3704 0.6809 1.6065
H -2.1045 2.2237 1.0945
H -2.3987 1.0175 0.0011
C -3.3006 -2.0316 2.3478
C -2.1953 -1.0522 2.8678
C -1.3036 -1.7532 3.9153
O -1.5470 -0.3018 1.8876
H -4.1157 -1.5711 1.7909
H -3.7429 -2.6814 3.1078
H -2.7955 -2.7709 1.7173
H -2.6915 -0.3359 3.5416
H -0.7120 -0.9587 4.3735
H -0.6595 -2.4500 3.3744
H -1.9171 -2.1848 4.7054
C -2.1779 -2.0199 -0.5865
C -2.2276 -0.9500 -1.7029
C -3.6153 -0.7432 -2.2862
O -1.6614 0.2810 -1.3606
H -1.1619 -2.2989 -0.2992
H -2.6187 -2.9534 -0.9544
H -2.7596 -1.8080 0.3120
H -1.6446 -1.4465 -2.4959
H -4.2658 -0.3025 -1.5284
H -3.9822 -1.7486 -2.5192
H -3.5518 -0.1554 -3.1994
C 1.1278 4.9641 -0.0689
F 2.0610 4.6617 0.8553
F 0.3536 5.8729 0.4937
F 1.6905 5.5321 -1.1475
S 0.0653 3.4422 -0.5431
O 0.9811 2.3075 -0.4971
O -0.9378 3.3340 0.5232
O -0.3813 3.7501 -1.8773
C 4.7366 -0.8423 -0.1477
Cl 6.2017 -0.0272 -0.7922
Cl 4.8850 -2.5495 -0.7178
Cl 3.3007 -0.0437 -0.7141
H 4.8629 -0.8023 0.9289
C 2.5668 1.0163 -4.2743
C 1.6472 0.0162 -4.9485
C 0.5506 -0.1187 -3.9055
O 0.4167 1.1820 -3.4354
C 1.6017 1.9726 -3.5597
H 3.1304 1.5321 -5.0530
H 3.1667 0.5337 -3.5029
H 2.1526 -0.9350 -5.1285
H 1.1908 0.3753 -5.8712
H 0.7657 -0.8177 -3.0854
H -0.3828 -0.5043 -4.3211
H 2.0611 2.2506 -2.6105
H 1.3514 2.9083 -4.0604
Br -0.6281 -5.5374 0.9242
C 0.9488 -4.5398 1.5583
C 0.8678 -3.1564 0.9350
Br 2.1773 -2.0535 1.8427
H 1.7696 -5.1192 1.1368
H 1.0753 -4.6240 2.6336
H -0.1190 -2.7456 1.1487
H 1.0746 -3.0626 -0.1273
Br -1.0676 2.9259 4.0954
C 0.7830 3.0072 3.6491
C 1.2366 1.6090 3.2760
Br 3.0963 1.5502 2.5095
H 1.4196 3.2785 4.4908
H 0.9774 3.6803 2.8179
H 0.5529 1.1882 2.5364
H 1.1497 0.8935 4.0922
```

The HOMO energy is -6.0 eV. Its total charge is -1. Its energy above the lowest of the compared OMol25 structures with the same formula, charge and spin is 0.0 kJ/mol.